{
  "formula": "C6H24As4F24N12O6Tl",
  "method": "the ωB97M-V functional and the def2-TZVPD basis",
  "symbols": ["Tl", "As", "F", "F", "F", "F", "F", "F", "As", "F", "F", "F", "F", "F", "F", "As", "F", "F", "F", "F", "F", "F", "As", "F", "F", "F", "F", "F", "F", "C", "O", "N", "N", "H", "H", "H", "H", "C", "O", "N", "N", "H", "H", "H", "H", "C", "O", "N", "N", "H", "H", "H", "H", "C", "O", "N", "N", "H", "H", "H", "H", "C", "O", "N", "N", "H", "H", "H", "H", "C", "O", "N", "N", "H", "H", "H", "H"],
  "positions_angstrom": [[-0.300, 0.045, 0.748], [3.753, -0.507, -1.409], [5.157, -0.764, -2.404], [2.797, -1.399, -2.612], [2.287, -0.292, -0.455], [4.752, 0.294, -0.251], [3.410, 0.998, -2.189], [3.981, -2.038, -0.620], [-4.085, 2.324, -0.910], [-3.578, 2.137, -2.590], [-3.100, 3.740, -0.808], [-4.549, 2.450, 0.754], [-5.124, 0.913, -1.079], [-2.730, 1.287, -0.494], [-5.448, 3.269, -1.399], [-1.230, -3.812, 3.069], [-0.765, -2.345, 2.205], [-2.857, -3.249, 3.265], [-1.618, -5.232, 3.978], [0.357, -4.475, 2.765], [-0.673, -3.043, 4.522], [-1.807, -4.570, 1.584], [2.964, 2.999, 1.745], [2.357, 3.025, 3.385], [4.306, 4.006, 2.218], [3.599, 2.994, 0.123], [1.670, 1.919, 1.272], [1.973, 4.384, 1.375], [3.931, 1.600, 2.107], [2.763, -1.640, 2.682], [1.806, -0.988, 2.234], [2.621, -2.810, 3.367], [4.028, -1.148, 2.632], [1.695, -3.206, 3.375], [3.465, -3.248, 3.673], [4.773, -1.796, 2.794], [4.157, -0.246, 2.191], [-1.495, 3.711, 2.273], [-1.122, 2.676, 1.710], [-2.775, 4.176, 2.164], [-0.630, 4.515, 2.924], [-3.417, 3.674, 1.570], [-2.972, 5.144, 2.334], [-0.866, 5.404, 3.321], [0.339, 4.245, 3.015], [-3.190, -2.359, -0.736], [-2.463, -1.699, 0.016], [-3.229, -3.725, -0.674], [-4.068, -1.835, -1.624], [-3.833, -4.239, -1.282], [-2.635, -4.173, -0.003], [-4.135, -0.833, -1.707], [-4.593, -2.433, -2.230], [0.748, -3.633, -0.751], [0.685, -2.613, -0.043], [1.615, -3.730, -1.795], [-0.124, -4.672, -0.643], [1.744, -4.660, -2.148], [2.250, -2.971, -2.000], [-0.700, -4.720, 0.183], [-0.040, -5.396, -1.328], [-0.472, -0.224, -3.213], [-0.415, -0.445, -1.995], [-1.463, 0.450, -3.856], [0.524, -0.658, -4.031], [-2.276, 0.755, -3.341], [-1.445, 0.490, -4.855], [0.414, -0.559, -5.022], [1.346, -1.120, -3.675], [0.365, 3.261, -1.496], [0.164, 2.199, -0.897], [-0.591, 4.192, -1.812], [1.627, 3.631, -1.829], [-1.468, 4.073, -1.329], [-0.329, 5.094, -2.153], [2.334, 2.945, -1.592], [1.854, 4.486, -2.293]],
  "forces_ev_per_a": [[0.8696, -0.2748, -1.5292], [0.4110, 0.3636, 0.7260], [-0.3820, -0.0375, -0.0149], [0.0918, 0.2133, -0.2430], [0.2807, 0.1169, -0.2470], [-0.3587, -0.2547, -0.0063], [-0.0813, -0.2036, -0.2837], [0.1036, 0.0037, -0.0272], [-0.6368, -1.3461, -1.0082], [-0.2199, 0.0327, 0.2571], [-0.2014, 0.2146, 0.3730], [0.1515, 0.1228, -0.0279], [0.5597, 0.1147, 0.0340], [-0.3733, 0.2816, 0.1100], [0.3188, 0.2284, 0.0804], [-0.5037, 0.5634, 0.9254], [-0.3522, -0.3267, 0.1490], [0.4175, 0.2138, 0.0696], [0.0168, -0.0705, -0.2651], [-0.1810, 0.1138, -0.1696], [-0.0312, -0.1177, -0.2353], [0.3503, -0.2255, -0.0580], [1.0935, 0.0620, 0.0777], [-0.1236, 0.0251, -0.3312], [-0.4609, 0.0156, 0.0143], [-0.3510, -0.0121, 0.2119], [-0.2833, -0.1353, 0.0932], [0.0352, -0.1841, 0.0397], [-0.0660, 0.1046, 0.1853], [0.3292, -0.3369, 0.4866], [-0.5501, 0.9981, -0.1933], [-0.1368, 1.2170, -0.8454], [-0.9103, -0.2046, -0.0933], [0.2165, -0.5158, 0.1166], [-0.2908, -0.5317, 0.2378], [0.3362, 0.2774, -0.0883], [0.1972, -0.1194, -0.1474], [-0.1598, 0.5336, -0.6069], [-0.0419, -0.8410, -0.0148], [0.1967, -0.1383, 0.3060], [0.5859, 0.0226, 0.5192], [0.0961, -0.0977, 0.0628], [0.0244, 0.0278, 0.0695], [-0.3277, -0.0486, -0.0391], [-0.0644, -0.2359, -0.2577], [-0.2605, -0.3710, 0.1669], [0.2462, -0.0777, 0.0653], [0.2465, 0.7837, -0.1121], [0.4480, 0.5033, -0.0028], [-0.0338, -0.1960, 0.0876], [-0.1762, -0.0872, 0.1216], [-0.1665, 0.0358, 0.0739], [-0.1043, 0.1055, -0.0734], [-0.7400, 0.7996, -0.7884], [0.3374, 0.0720, 0.2028], [-0.5058, -0.4544, 0.6052], [0.7722, 0.5756, 0.0303], [0.4905, 0.1501, -0.2861], [0.1028, -0.0769, 0.1033], [0.0616, -0.2659, 0.0228], [-0.3673, -0.3384, 0.2402], [0.6257, 0.2914, -0.2427], [-0.2700, -0.1829, 0.5604], [0.0538, -0.3571, 0.7411], [-0.4257, -0.0578, -0.1946], [0.0614, 0.1988, -0.0032], [-0.1923, 0.1870, -0.0561], [0.1331, -0.0472, -0.0598], [-0.0229, 0.1851, 0.3269], [0.7159, 1.8564, 0.4163], [-0.5402, -0.9450, -0.5345], [-0.0698, -1.2010, 0.3724], [-0.2583, -1.3171, 0.0944], [-0.1028, 0.1413, -0.2253], [0.0624, 0.1006, 0.0660], [0.2366, 0.3459, -0.0701], [0.0478, 0.0351, -0.0608]],
  "energy_ha": -12864.64277,
  "total_charge": -1,
  "orbital_gap_ev": 3.86,
  "homo_energy_ev": -7.780
}


{
  "formula": "CH36NO19",
  "method": "the ωB97M-V functional and the def2-TZVPD basis",
  "symbols": ["N", "C", "O", "O", "H", "H", "H", "H", "O", "H", "H", "O", "H", "H", "O", "H", "H", "O", "H", "H", "O", "H", "H", "O", "H", "H", "O", "H", "H", "O", "H", "H", "O", "H", "H", "O", "H", "H", "O", "H", "H", "O", "H", "H", "O", "H", "H", "O", "H", "H", "O", "H", "H", "O", "H", "H", "O"],
  "positions_angstrom": [[0.092, -0.228, 0.039], [0.833, -0.839, -0.944], [1.790, -0.138, -1.409], [0.634, -2.066, -1.158], [0.308, 0.718, 0.299], [-0.885, -0.423, 0.185], [3.292, -2.238, -0.885], [2.558, -2.958, 0.252], [3.398, -2.926, -0.215], [-1.978, -3.002, -0.448], [-2.509, -2.200, 0.696], [-2.827, -2.765, -0.040], [-1.073, 1.883, -1.600], [-0.122, 0.789, -2.215], [-0.834, 1.411, -2.406], [-0.754, -3.703, -3.190], [0.148, -3.651, -1.985], [-0.671, -4.082, -2.305], [2.372, 1.323, -0.818], [2.812, 2.673, -1.268], [2.603, 2.207, -0.424], [-1.718, 2.793, 0.575], [-2.730, 1.769, 0.698], [-1.714, 1.823, 0.501], [1.315, 3.074, -0.088], [0.744, 4.058, 1.041], [0.708, 3.860, 0.105], [1.250, 3.342, -2.805], [1.876, 2.005, -3.277], [2.083, 2.871, -2.911], [1.026, -1.996, -3.270], [2.191, -1.371, -3.966], [1.383, -1.859, -4.159], [3.844, -1.478, 0.863], [2.991, -0.150, 0.518], [3.700, -0.533, 1.036], [-0.654, 1.894, 1.956], [0.882, 2.234, 2.074], [0.150, 1.758, 2.501], [-4.241, 0.600, 1.573], [-4.312, 0.994, 0.157], [-4.161, 1.401, 1.027], [0.207, 0.073, 2.908], [0.303, -1.048, 3.993], [0.438, -0.879, 3.056], [-0.806, -2.219, 1.421], [-0.680, -1.177, 2.517], [-1.348, -1.635, 1.981], [-3.477, -0.890, 2.813], [-3.993, -1.475, 1.506], [-4.174, -0.791, 2.155], [-3.070, -1.287, -0.776], [-2.649, 0.177, -1.301], [-3.316, -0.340, -0.838], [2.821, 0.891, 2.549], [3.167, 1.906, 1.410], [2.778, 1.821, 2.297]],
  "forces_ev_per_a": [[-0.2235, 0.3306, -0.0632], [0.6335, -0.4038, 1.4182], [0.1623, -0.3291, -0.6774], [-0.1099, 0.6216, -0.4800], [0.1211, 0.0776, -0.3511], [0.1303, -0.3769, -0.0027], [-0.3737, -0.0977, -0.0593], [-0.3063, 0.0304, -0.3348], [0.4992, -0.2528, 0.1147], [-0.1115, -0.4178, -0.4742], [-0.0033, -0.3543, 0.0820], [0.5019, 0.1501, 0.3341], [0.3309, -0.2958, 0.3989], [0.0382, 0.2331, 0.3646], [-0.3901, 0.2083, -0.7725], [-0.1527, -0.1468, 0.1209], [-0.5796, -0.0468, 0.1297], [0.3922, 0.0230, -0.2276], [-0.2863, -0.0931, 0.3237], [-0.1365, -0.0551, 0.6152], [0.6267, -0.3203, -0.8376], [0.9307, -0.0082, -0.3923], [0.8668, -1.1864, 0.0648], [-1.5710, 1.6688, 0.3044], [-0.2874, 0.9352, 0.5166], [0.2457, -0.0210, 0.1089], [-0.2873, -0.4123, -0.4822], [-0.1767, -0.2594, -0.0039], [-0.2817, -0.0306, 0.0966], [0.3887, 0.4026, -0.4877], [-0.0323, 0.0234, 0.2464], [-0.0407, 0.0158, -0.0286], [0.0738, 0.0109, -0.0176], [-0.5296, 0.3993, -0.4589], [-0.1607, -0.6668, -0.5019], [0.8336, 0.4221, 1.1086], [0.3105, -0.1692, -0.0477], [0.2269, -0.5506, 0.3452], [-0.8680, 0.1886, 0.1810], [0.2340, -0.1803, 0.4070], [0.0983, 0.1019, -0.0254], [-0.8657, 1.3257, -0.8481], [0.9691, 0.5600, 0.0664], [0.2354, 0.1040, 0.1788], [2.1879, 1.3649, 1.8316], [-0.0532, 0.3476, 0.4540], [0.2662, -0.2679, 0.0176], [-3.3320, -2.1988, -2.1625], [0.1869, -0.1284, -0.1576], [-0.0451, -0.0641, -0.1636], [-0.3836, -0.8241, 0.9738], [-0.0114, 0.2759, -0.3975], [0.2313, -0.3104, -0.1494], [-0.3863, 0.3421, -0.2210], [0.2229, -0.0238, -0.3553], [-0.0525, -0.2253, 0.2304], [0.0938, 0.5542, 0.1474]],
  "e_above_lowest_kj_mol": 22.73,
  "energy_ha": -1544.17418,
  "total_charge": -1,
  "orbital_gap_ev": 9.27,
  "homo_energy_ev": -6.863
}